This record from the OMol25 dataset describes a 2-piece molecular cluster, C3H7NO2 overall. The level of theory is wB97M-V/def2-TZVPD.

Last column: Mulliken charge in e.
Geometry (Å):
C  0.133  1.549  -0.168  -0.29
N  -0.520  0.751  0.536  -0.32
C  -1.936  0.632  0.724  -0.73
H  -0.212  2.539  -0.464  0.26
H  1.174  1.357  -0.407  0.25
H  -2.157  0.589  1.840  0.26
H  -2.650  1.228  0.244  0.38
H  -2.281  -0.445  0.243  0.20
O  2.611  -0.679  -0.578  -0.48
C  2.037  -1.704  -0.750  0.16
O  0.846  -1.976  -0.291  -0.43
H  2.424  -2.497  -1.337  0.36
H  0.529  -1.343  0.410  0.37

Values from the calculation:
total charge: 0
SMILES string: C=NC.O=CO
calculated total energy: -8808.1055 eV
energy above the lowest of the compared OMol25 structures with the same formula, charge and spin: 2.423 eV
LUMO: 0.9 eV